1.
{"formula": "C7H14", "method": "ωB97M-V/def2-TZVPD", "symbols": ["C", "C", "C", "C", "C", "H", "H", "H", "H", "H", "H", "H", "H", "H", "H", "C", "C", "H", "H", "H", "H"], "coordinates": [[0.6030, -1.8468, 0.7752], [-0.3482, -1.4474, -0.0639], [-1.1079, -0.1513, 0.0456], [-0.9896, 0.6663, -1.2442], [-2.5803, -0.4308, 0.3689], [1.1084, -2.8023, 0.6593], [0.9157, -1.2235, 1.6116], [-0.6361, -2.0946, -0.8965], [-0.6670, 0.4291, 0.8680], [-1.4442, 0.1319, -2.0882], [-1.5041, 1.6294, -1.1439], [0.0580, 0.8623, -1.4972], [-3.1446, 0.5032, 0.4737], [-3.0465, -1.0135, -0.4362], [-2.6791, -1.0017, 1.2979], [2.8431, 0.6895, 0.2077], [2.3133, 1.9077, 0.2136], [3.6276, 0.4059, 0.9058], [2.5082, -0.0786, -0.4848], [1.5301, 2.1926, -0.4854], [2.6403, 2.6727, 0.9133]], "total_charge": 0, "e_homo_ha": -0.352, "de_lowest_ev": 1.702, "max_force_ev_per_a": 0.19, "gap_ev": 10.8, "smiles": "C=CC(C)C.C=C", "energy_ev": -7484.593, "spin_multiplicity": 1}

2.
{"formula": "C25H21N5O4", "method": "ωB97M-V/def2-TZVPD", "symbols": ["C", "C", "N", "C", "C", "N", "O", "O", "C", "C", "O", "N", "N", "C", "C", "C", "C", "C", "C", "C", "C", "C", "C", "C", "C", "C", "C", "C", "C", "C", "C", "C", "O", "N", "H", "H", "H", "H", "H", "H", "H", "H", "H", "H", "H", "H", "H", "H", "H", "H", "H", "H", "H", "H", "H"], "coordinates": [[0.9810, 5.2655, -1.2854], [-0.5161, 5.0570, -1.4967], [-0.8559, 3.6622, -1.3905], [-0.6758, 2.7079, -2.3059], [-1.0723, 1.5167, -1.7118], [-1.0590, 0.2348, -2.2990], [-1.5045, -0.6911, -1.6526], [-0.5963, 0.1461, -3.4200], [-1.4826, 1.8829, -0.4040], [-1.9818, 0.9735, 0.6630], [-3.1124, 1.0052, 1.1184], [-1.0399, 0.1170, 1.0921], [0.2348, 0.1646, 0.6534], [0.9659, -0.6613, 1.3121], [2.3831, -0.8667, 1.0997], [3.0593, -1.6885, 1.9865], [4.4261, -1.9436, 1.8619], [5.1386, -1.3840, 0.8385], [4.5027, -0.5442, -0.0981], [5.2366, 0.0287, -1.1588], [4.6324, 0.8401, -2.0760], [3.2628, 1.1126, -1.9625], [2.5262, 0.5761, -0.9419], [3.1124, -0.2687, 0.0216], [0.1709, -1.3864, 2.3858], [-1.2687, -0.9619, 2.0700], [-2.1231, -2.0479, 1.4580], [-1.5757, -2.9941, 0.6015], [-2.3417, -4.0305, 0.1035], [-3.6732, -4.1368, 0.4676], [-4.2466, -3.1758, 1.2751], [-3.4928, -2.1052, 1.7470], [-4.1157, -1.1608, 2.4989], [-1.3357, 3.1800, -0.2462], [1.2768, 4.8883, -0.3099], [1.2165, 6.3243, -1.3371], [1.5539, 4.7431, -2.0477], [-0.8194, 5.4219, -2.4812], [-1.0840, 5.5783, -0.7243], [-0.3060, 2.8911, -3.2939], [2.5305, -2.1466, 2.8075], [4.9101, -2.5875, 2.5811], [6.1963, -1.5763, 0.7314], [6.2915, -0.1944, -1.2316], [5.1999, 1.2698, -2.8882], [2.7854, 1.7474, -2.6948], [1.4768, 0.7952, -0.8571], [0.2942, -2.4668, 2.3399], [0.4834, -1.0406, 3.3739], [-1.7784, -0.5394, 2.9419], [-0.5390, -2.9193, 0.3085], [-1.8981, -4.7536, -0.5635], [-4.2730, -4.9561, 0.1001], [-5.2912, -3.2171, 1.5414], [-3.8211, -0.2740, 2.2064]], "total_charge": 0, "e_homo_ha": -0.300, "de_lowest_ev": 0.407, "max_force_ev_per_a": 1.61, "gap_ev": 7.9, "smiles": "CCn1cc([N+](=O)[O-])c(C(=O)N2N=C(c3cccc4ccccc34)C[C@@H]2c2ccccc2O)n1", "energy_ev": -41903.656, "spin_multiplicity": 1}

3.
{"formula": "C2H6ClNO2S2", "method": "ωB97M-V/def2-TZVPD", "symbols": ["C", "C", "N", "O", "O", "S", "S", "Cl", "H", "H", "H", "H", "H", "H"], "coordinates": [[0.1993, -1.1757, -0.5174], [-0.0638, 1.5550, 0.3086], [-2.0370, 0.1829, -0.9985], [-3.8968, 0.9652, 1.4412], [-4.9630, 1.3768, -0.7624], [-1.1221, 0.0034, 0.1986], [-4.1737, 0.5493, 0.0928], [-5.1494, -1.2986, 0.0531], [0.8519, -1.1636, 0.3307], [0.7620, -0.7169, -1.3479], [-0.3181, -2.0191, -0.8763], [-0.2231, 2.2667, 1.0390], [-0.1242, 2.0432, -0.6536], [0.9309, 1.0711, 0.4124]], "total_charge": 0, "e_homo_ha": [-0.335, -0.343], "de_lowest_ev": 3.029, "max_force_ev_per_a": 4.05, "gap_ev": [7.6, 7.4], "energy_ev": -41944.526, "spin_multiplicity": 1}

4.
{"formula": "C7H12N", "method": "ωB97M-V/def2-TZVPD", "symbols": ["C", "C", "C", "C", "C", "C", "C", "N", "H", "H", "H", "H", "H", "H", "H", "H", "H", "H", "H", "H"], "coordinates": [[-1.4906, 0.7145, 2.5675], [-0.4048, 1.0542, 1.8954], [1.0049, -0.3252, -3.0241], [-0.1798, 1.0592, 0.5026], [0.6439, -1.6147, -2.9307], [0.9232, 1.3257, 2.7517], [0.3767, -2.8516, -3.0142], [-1.1128, 0.5307, -0.1766], [-1.6988, 0.7745, 3.6377], [-2.3282, 0.2459, 2.0534], [0.6268, 0.1966, -3.9738], [1.6319, 0.0957, -2.3596], [0.7363, 2.2520, 3.4304], [1.0814, 0.4226, 3.4238], [1.8136, 1.4275, 2.1017], [0.9343, 1.0550, 0.1967], [1.0217, -3.5063, -3.5918], [-0.4903, -3.3096, -2.5823], [-2.0421, 0.4487, 0.2072], [-1.0473, 0.0045, -1.1149]], "total_charge": 1, "e_homo_ha": -0.482, "de_lowest_ev": 4.206, "max_force_ev_per_a": 5.72, "gap_ev": 7.3, "energy_ev": -8932.796, "spin_multiplicity": 1}

5.
{"formula": "C5H7NS", "method": "ωB97M-V/def2-TZVPD", "symbols": ["C", "C", "C", "C", "C", "H", "H", "H", "H", "H", "H", "H", "N", "S"], "coordinates": [[-1.3871, 1.6099, 0.1610], [-0.1104, 0.9892, -0.1864], [1.1109, -1.0764, -0.1206], [2.1942, -0.4015, 0.1073], [-1.2948, -1.1150, -0.0759], [-2.4915, 1.1517, 0.3970], [-1.3858, 2.7426, -0.1373], [1.0197, 1.7568, -0.2959], [0.9036, -2.1938, 0.3372], [2.1503, 0.6852, -0.4431], [3.1622, -0.9474, 0.4253], [-0.8820, -2.0419, 0.0487], [-0.1083, -0.4359, -0.1766], [-2.8810, -0.7236, -0.0407]], "total_charge": 0, "e_homo_ha": -0.294, "de_lowest_ev": 5.969, "max_force_ev_per_a": 5.94, "gap_ev": 8.1, "energy_ev": -17617.677, "spin_multiplicity": 1}

6.
{"formula": "C25H64NO17PS5", "method": "ωB97M-V/def2-TZVPD", "symbols": ["C", "C", "N", "P", "C", "C", "C", "C", "C", "C", "O", "C", "C", "O", "H", "H", "H", "H", "H", "H", "H", "H", "H", "H", "H", "H", "H", "H", "H", "H", "H", "H", "H", "H", "H", "H", "H", "H", "C", "C", "O", "S", "C", "O", "O", "H", "H", "H", "H", "H", "H", "H", "H", "C", "C", "O", "S", "C", "O", "O", "H", "H", "H", "H", "H", "H", "H", "H", "C", "C", "O", "S", "C", "O", "O", "H", "H", "H", "H", "H", "H", "H", "H", "C", "C", "O", "S", "C", "O", "O", "H", "H", "H", "H", "H", "H", "H", "H", "C", "C", "O", "S", "C", "O", "O", "H", "H", "H", "H", "H", "H", "H", "H"], "coordinates": [[4.7409, 0.8280, 4.2363], [5.2767, 1.4610, 2.9477], [4.8061, 2.8389, 2.7184], [3.2193, 2.8671, 1.8892], [1.5630, 2.7413, 0.9908], [1.3231, 1.2760, 0.6280], [-0.1235, 0.9440, 0.2202], [-0.8026, -0.0152, 1.1966], [-2.2991, -0.2155, 0.9039], [-3.2351, 0.1518, 2.0590], [-4.1874, 1.1846, 1.7174], [-3.8274, 2.4388, 2.0589], [-4.9948, 3.2778, 2.4897], [-2.6921, 2.8364, 1.9990], [3.7317, 0.4440, 4.0767], [4.6806, 1.5463, 5.0556], [5.3430, -0.0280, 4.5459], [4.9611, 0.8370, 2.1056], [6.3703, 1.4362, 2.9374], [4.6660, 3.2413, 3.6450], [3.8221, 2.0997, 0.8614], [3.2659, 4.2740, 1.7902], [2.5676, 2.2937, 3.0269], [1.5652, 3.3529, 0.0807], [0.7620, 3.0735, 1.6624], [2.0320, 0.9694, -0.1463], [1.5764, 0.6646, 1.5089], [-0.7085, 1.8681, 0.1877], [-0.1381, 0.5035, -0.7810], [-0.2722, -0.9700, 1.1668], [-0.6805, 0.3971, 2.2045], [-2.5804, 0.3998, 0.0463], [-2.4884, -1.2544, 0.6283], [-3.8466, -0.6934, 2.3690], [-2.6642, 0.4884, 2.9265], [-5.5241, 3.6777, 1.6208], [-5.7168, 2.7311, 3.0920], [-4.6204, 4.1225, 3.0650], [3.0805, -0.4562, 9.7638], [1.6783, 0.1034, 9.6777], [1.5658, 1.1841, 8.7145], [1.5124, 0.7827, 7.1802], [0.9719, 2.3324, 6.5521], [0.4938, -0.2083, 6.9987], [2.8339, 0.5181, 6.7001], [3.3626, -0.9707, 8.8470], [3.1312, -1.1655, 10.5907], [3.8012, 0.3420, 9.9398], [0.9465, -0.6643, 9.4248], [1.3766, 0.5616, 10.6170], [-0.0231, 2.5402, 6.9350], [0.9577, 2.2354, 5.4679], [1.6823, 3.0965, 6.8561], [5.1099, -2.9295, -1.8849], [6.3948, -2.3457, -1.3484], [6.7508, -1.0931, -1.9998], [5.8537, 0.1671, -1.6602], [6.9473, 1.4006, -2.2697], [5.7411, 0.2828, -0.2372], [4.6657, 0.1503, -2.4594], [4.2593, -2.3044, -1.6188], [4.9392, -3.9232, -1.4722], [5.1429, -3.0028, -2.9722], [6.3338, -2.1738, -0.2732], [7.2531, -2.9864, -1.5377], [7.8511, 1.3935, -1.6675], [6.4254, 2.3500, -2.1704], [7.1628, 1.1904, -3.3138], [-6.4664, 9.1712, -0.2073], [-5.0741, 8.9567, -0.7573], [-4.5487, 7.6390, -0.4523], [-5.0881, 6.4243, -1.3204], [-3.8737, 5.2497, -0.8488], [-4.9589, 6.7577, -2.7074], [-6.3641, 6.0061, -0.8223], [-7.1965, 8.5402, -0.7107], [-6.7500, 10.2145, -0.3510], [-6.4968, 8.9416, 0.8577], [-5.0339, 9.1054, -1.8367], [-4.3582, 9.6338, -0.2962], [-2.8995, 5.5756, -1.2012], [-4.1523, 4.3062, -1.3138], [-3.8903, 5.1598, 0.2345], [-1.6448, -4.9926, -2.2146], [-0.5687, -5.4089, -3.1932], [-0.0114, -4.2859, -3.9249], [1.0343, -3.3682, -3.1664], [1.6341, -2.4886, -4.5645], [2.0738, -4.2018, -2.6359], [0.3491, -2.4623, -2.2972], [-1.2356, -4.4062, -1.3933], [-2.1171, -5.8865, -1.8062], [-2.4029, -4.3928, -2.7172], [0.2372, -5.9502, -2.6964], [-0.9917, -6.0520, -3.9608], [2.1386, -3.1855, -5.2275], [2.3301, -1.7436, -4.1815], [0.7939, -2.0076, -5.0581], [-5.9748, -6.5478, -7.8689], [-5.1741, -7.7351, -7.3845], [-3.7612, -7.6285, -7.7096], [-2.8816, -6.6605, -6.8160], [-1.3059, -7.2195, -7.3588], [-3.0691, -7.0048, -5.4361], [-3.0725, -5.3053, -7.2303], [-5.7114, -5.6399, -7.3294], [-7.0358, -6.7478, -7.7158], [-5.7988, -6.3745, -8.9303], [-5.2717, -7.8839, -6.3087], [-5.4840, -8.6516, -7.8814], [-1.1785, -8.2558, -7.0592], [-0.5694, -6.5821, -6.8732], [-1.2516, -7.1091, -8.4383]], "total_charge": 0, "e_homo_ha": -0.289, "de_lowest_ev": 0.000, "max_force_ev_per_a": 0.71, "gap_ev": 8.4, "smiles": "CCN[PH3]CCCCCCOC(C)=O.CCOS(C)(=O)=O.CCOS(C)(=O)=O.CCOS(C)(=O)=O.CCOS(C)(=O)=O.CCOS(C)(=O)=O", "energy_ev": -126721.867, "spin_multiplicity": 1}

> Which formula does entry 1 have?

C7H14